1.
Molecular formula: C23H48NO11S5
Method: DFT, ωB97M-V/def2-TZVPD

ORCA input file:
```
! RIJCOSX wB97M-V def2-TZVPD def2/J DEFGRID3
* xyz 1 1
C -0.166 2.692 3.599
C -0.893 1.466 4.130
O -0.386 0.311 3.477
C -1.072 -0.876 3.778
C -2.446 -0.954 3.106
O -3.492 -0.763 4.123
S -5.003 -0.717 3.684
C -5.204 0.234 2.178
C -5.111 1.741 2.478
C -5.050 2.589 1.198
N -3.982 2.446 0.325
O -5.951 3.349 0.988
H -0.591 3.023 2.645
H -0.286 3.522 4.307
H 0.897 2.474 3.467
H -0.771 1.367 5.220
H -1.978 1.572 3.944
H -0.447 -1.707 3.440
H -1.208 -0.982 4.869
H -2.612 -1.920 2.614
H -2.524 -0.150 2.372
H -5.166 -1.938 3.121
H -4.522 -0.109 1.391
H -6.226 -0.040 1.869
H -6.017 2.065 3.001
H -4.248 1.962 3.121
H -3.396 1.624 0.452
H -3.393 3.270 0.265
C 1.035 -1.049 -1.732
C 1.556 -0.687 -0.336
C 0.664 0.439 0.202
S -0.929 0.209 -0.583
O -1.235 1.346 -1.413
O -1.938 -0.197 0.401
C -0.475 -1.185 -1.598
H 1.478 -1.968 -2.105
H 1.277 -0.253 -2.435
H 1.494 -1.564 0.311
H 2.596 -0.367 -0.362
H 0.532 0.400 1.282
H 1.035 1.419 -0.091
H -1.013 -1.125 -2.543
H -0.743 -2.093 -1.057
C 4.861 4.460 2.681
C 4.916 5.359 1.438
C 4.940 4.440 0.211
S 4.077 2.936 0.695
O 4.997 1.830 0.683
O 2.820 2.840 -0.010
C 3.781 3.423 2.395
H 4.636 5.029 3.582
H 5.821 3.963 2.829
H 4.030 5.996 1.406
H 5.788 6.010 1.449
H 4.428 4.858 -0.652
H 5.951 4.146 -0.064
H 3.834 2.534 3.020
H 2.784 3.861 2.436
C -2.169 -6.103 0.509
C -1.996 -5.110 1.669
C -0.491 -4.957 1.919
S 0.311 -5.270 0.333
O 1.108 -6.459 0.449
O 0.887 -4.048 -0.168
C -1.187 -5.659 -0.568
H -3.190 -6.114 0.132
H -1.924 -7.112 0.844
H -2.425 -4.146 1.381
H -2.508 -5.450 2.569
H -0.202 -3.961 2.246
H -0.111 -5.699 2.619
H -0.953 -6.422 -1.307
H -1.515 -4.746 -1.065
C 1.410 -0.088 -7.995
C 1.950 1.175 -7.310
C 1.570 1.090 -5.827
S 1.474 -0.666 -5.441
O 0.112 -0.989 -5.085
O 2.551 -1.038 -4.560
C 1.810 -1.255 -7.097
H 1.811 -0.209 -9.000
H 0.322 -0.036 -8.072
H 3.036 1.208 -7.412
H 1.551 2.081 -7.761
H 2.309 1.537 -5.167
H 0.588 1.513 -5.625
H 1.240 -2.166 -7.263
H 2.878 -1.463 -7.151
*
```

Energy above the lowest of the compared OMol25 structures with the same formula, charge and spin (kcal per mole): 0.0
Electronic energy (Eh): -3778.17894
LUMO (eV): -3.47


2.
Molecular formula: C4H8N2O
Method: DFT, ωB97M-V/def2-TZVPD

ORCA input file:
```
! RIJCOSX wB97M-V def2-TZVPD def2/J DEFGRID3
* xyz 0 1
O -1.293 0.053 -2.719
C -1.106 -0.381 -1.644
N 0.125 1.435 -0.859
C 0.785 1.067 0.156
C 0.077 0.302 1.241
C -0.904 -0.817 0.752
N -0.961 -1.086 -0.663
H 0.680 1.883 -1.584
H 1.810 -1.009 -0.399
H 1.849 1.292 0.297
H -0.498 1.047 1.800
H 0.808 -0.118 1.940
H -1.917 -0.579 1.087
H -0.633 -1.764 1.229
H 1.178 -1.325 -0.633
*
```

Energy above the lowest of the compared OMol25 structures with the same formula, charge and spin (kcal per mole): 66.3
Structure (SMILES): [H]/N=C/CCN=C=O.[H][H]
Electronic energy (Eh): -341.89794
LUMO (eV): 1.00


3.
Molecular formula: C4H5NO
Method: DFT, ωB97M-V/def2-TZVPD

ORCA input file:
```
! RIJCOSX wB97M-V def2-TZVPD def2/J DEFGRID3
* xyz 0 1
C -1.640 -0.574 0.385
C -0.338 -0.210 0.284
C 0.256 1.107 0.000
N 1.651 0.932 -0.236
C 1.808 -0.326 -0.268
O 0.686 -1.087 -0.031
H -1.922 -1.590 0.166
H -2.382 0.163 0.679
H -0.619 0.514 -0.809
H -0.130 2.086 0.262
H 2.710 -0.890 -0.490
*
```

Energy above the lowest of the compared OMol25 structures with the same formula, charge and spin (kcal per mole): 89.6
Electronic energy (Eh): -285.27180
LUMO (eV): 0.81


4.
Molecular formula: C5H27NO7S
Method: DFT, ωB97M-V/def2-TZVPD

ORCA input file:
```
! RIJCOSX wB97M-V def2-TZVPD def2/J DEFGRID3
* xyz 0 1
C -1.159 -1.070 0.320
N -0.011 -0.255 -0.101
C -0.371 0.954 -0.801
C -0.985 1.984 0.269
C -2.501 2.057 0.256
S -3.310 2.927 -1.191
C 0.843 1.689 -1.402
H -1.672 -0.574 1.151
H -0.741 -1.997 0.729
H -1.803 -1.503 -0.444
H 0.670 -0.790 -0.634
H -1.162 1.006 -1.572
H -0.511 2.974 0.280
H -0.685 1.651 1.277
H -2.736 2.589 1.200
H -3.113 1.172 0.295
H -3.654 1.939 -2.052
H 1.402 1.049 -2.118
H 1.464 1.974 -0.544
H 0.474 2.477 -2.045
H 1.684 -1.754 3.203
H 1.366 -3.262 2.984
O 1.957 -2.555 2.722
H -0.284 -2.801 -2.219
H 1.269 -2.944 -2.442
O 0.424 -3.443 -2.391
H 3.597 -1.843 -2.381
H 2.640 -1.346 -1.380
O 2.652 -1.682 -2.296
H 2.143 -1.374 1.052
H 3.420 -2.136 0.813
O 2.939 -1.350 0.493
H -0.285 2.713 3.266
H 0.852 1.801 3.693
O 0.441 2.663 3.883
H -3.466 -0.785 -3.407
H -2.113 -0.669 -2.614
O -2.963 -0.272 -2.772
H 1.728 0.610 2.506
H 0.671 0.032 1.725
O 0.889 0.146 2.686
*
```

Energy above the lowest of the compared OMol25 structures with the same formula, charge and spin (kcal per mole): 39.1
Structure (SMILES): CN[C@H](C)CCS.O.O.O.O.O.O.O
Electronic energy (Eh): -1186.28673
LUMO (eV): 0.18


LUMO of number 1 (C23H48NO11S5)?
-3.47 eV


Which formula does entry 3 have?
C4H5NO